No. 1
Entry from OMol25: a cluster of 2 separate species, C38H51N3O2S in total in a non-equilibrium geometry (the ωB97M-V functional and the def2-TZVPD basis).

Summary:
**HOMO**: -0.2131 Eh
**Relative energy (zero: lowest compared OMol25 entry of this formula, charge and spin)**: 0.0 kJ/mol
**Orbital gap**: 6.5 eV

```
! RIJCOSX wB97M-V def2-TZVPD def2/J DEFGRID3
* xyz 0 1
C 4.81 2.56 -5.41
S 3.47 2.92 -4.26
C 2.06 2.52 -5.29
C 0.91 2.30 -4.30
C -0.01 1.18 -4.62
O 0.76 3.09 -3.37
H 5.72 2.44 -4.81
H 4.62 1.63 -5.97
H 4.93 3.41 -6.08
H 1.83 3.40 -5.90
H 2.24 1.63 -5.91
H 0.52 0.36 -5.12
H -0.48 0.81 -3.70
H -0.81 1.52 -5.30
C 1.12 6.81 1.77
O -0.06 6.04 1.46
C 0.04 4.75 1.08
C 1.26 4.04 1.00
C 1.24 2.69 0.69
C 0.00 1.98 0.59
C -0.02 0.55 0.47
N -0.89 -0.25 1.20
C -1.90 0.12 2.15
C -3.24 -0.26 1.95
C -3.71 -1.05 0.72
C -4.58 -0.20 -0.20
C -4.43 -2.34 1.14
C -4.20 0.15 2.88
C -3.84 0.89 4.00
C -2.50 1.21 4.22
C -1.52 0.78 3.33
C -0.03 0.92 3.70
C 0.42 -0.21 4.63
C 0.27 2.27 4.32
N -0.73 -1.56 0.91
N 0.28 -1.59 0.02
C 0.73 -2.86 -0.51
C 0.11 -3.39 -1.65
C -1.04 -2.62 -2.32
C -2.12 -3.50 -2.94
C -0.52 -1.67 -3.37
C 0.60 -4.59 -2.18
C 1.68 -5.23 -1.57
C 2.26 -4.71 -0.42
C 1.79 -3.51 0.12
C 2.41 -2.95 1.40
C 3.88 -2.60 1.23
C 2.21 -3.91 2.57
C 0.67 -0.30 -0.38
C 1.48 -0.06 -1.46
C -1.21 2.72 0.63
C -1.19 4.08 0.81
H 0.74 7.83 1.84
H 1.53 6.50 2.74
H 1.88 6.73 0.99
H 2.21 4.53 1.19
H 2.17 2.13 0.57
H -2.80 -1.36 0.18
H -4.05 0.72 -0.48
H -4.82 -0.75 -1.12
H -5.51 0.08 0.31
H -3.76 -2.96 1.75
H -5.32 -2.11 1.73
H -4.71 -2.92 0.26
H -5.24 -0.14 2.73
H -4.59 1.21 4.72
H -2.20 1.75 5.12
H 0.53 0.84 2.76
H 0.28 -1.19 4.16
H 1.48 -0.08 4.87
H -0.18 -0.17 5.55
H -0.16 3.08 3.72
H -0.15 2.31 5.33
H 1.35 2.42 4.37
H -1.49 -2.03 -1.50
H -2.46 -4.26 -2.23
H -2.98 -2.87 -3.21
H -1.75 -3.99 -3.85
H 0.25 -1.03 -2.95
H -0.06 -2.21 -4.21
H -1.32 -1.04 -3.75
H 0.15 -5.00 -3.08
H 2.06 -6.16 -1.99
H 3.10 -5.22 0.06
H 1.86 -2.02 1.62
H 4.02 -1.82 0.47
H 4.29 -2.22 2.18
H 4.45 -3.49 0.93
H 1.15 -4.11 2.72
H 2.71 -4.86 2.34
H 2.63 -3.48 3.49
H 2.00 -0.89 -1.91
H 1.71 0.97 -1.68
H -2.17 2.20 0.52
H -2.10 4.68 0.82
*
```

Quick look at the Löwdin charges, all values in e: atom 1 (C): -0.4227, atom 2 (S): 0.8328, atom 3 (C): -0.4356, atom 4 (C): -0.5199, atom 5 (C): -0.0278, atom 6 (O): 0.0250, atom 7 (H): 0.0281, atom 8 (H): 0.0350, atom 9 (H): 0.0300, atom 10 (H): 0.0943, atom 11 (H): 0.0796, atom 12 (H): 0.0868, atom 13 (H): 0.0616, atom 14 (H): 0.1042, atom 15 (C): -0.0652, atom 16 (O): -0.0948, atom 17 (C): -0.2694, atom 18 (C): -0.0133, atom 19 (C): -0.0094, atom 20 (C): -0.1637, atom 21 (C): -0.1200, atom 22 (N): 0.0149, atom 23 (C): -0.0920, atom 24 (C): -0.1180, atom 25 (C): -0.3854, atom 26 (C): -0.0566, atom 27 (C): -0.0612, atom 28 (C): -0.0309, atom 29 (C): -0.0542, atom 30 (C): -0.0239, atom 31 (C): -0.1204, atom 32 (C): -0.3751, atom 33 (C): -0.0499, atom 34 (C): -0.0659, atom 35 (N): 0.1587, atom 36 (N): -0.0346, atom 37 (C): -0.0928, atom 38 (C): -0.1087, atom 39 (C): -0.3645, atom 40 (C): -0.0730, atom 41 (C): -0.0906, atom 42 (C): -0.0237, atom 43 (C): -0.0605, atom 44 (C): -0.0325, atom 45 (C): -0.1188, atom 46 (C): -0.3815, atom 47 (C): -0.0603, atom 48 (C): -0.0649, atom 49 (C): -0.2559, atom 50 (C): -0.0053, atom 51 (C): -0.0113, atom 52 (C): 0.0041, atom 53 (H): 0.0907, atom 54 (H): 0.0948, atom 55 (H): 0.0903, atom 56 (H): 0.1046, atom 57 (H): 0.1256, atom 58 (H): 0.0914, atom 59 (H): 0.0747, atom 60 (H): 0.0792, atom 61 (H): 0.0802, atom 62 (H): 0.0864, atom 63 (H): 0.0725, atom 64 (H): 0.0797, atom 65 (H): 0.1145, atom 66 (H): 0.1061, atom 67 (H): 0.1145, atom 68 (H): 0.1108, atom 69 (H): 0.0771, atom 70 (H): 0.0832, atom 71 (H): 0.0853, atom 72 (H): 0.0802, atom 73 (H): 0.0739, atom 74 (H): 0.0862, atom 75 (H): 0.1170, atom 76 (H): 0.0832, atom 77 (H): 0.0796, atom 78 (H): 0.0748, atom 79 (H): 0.0216, atom 80 (H): 0.0978, atom 81 (H): 0.0783, atom 82 (H): 0.1118, atom 83 (H): 0.1047, atom 84 (H): 0.1132, atom 85 (H): 0.1181, atom 86 (H): 0.0810, atom 87 (H): 0.0799, atom 88 (H): 0.0762, atom 89 (H): 0.0845, atom 90 (H): 0.0762, atom 91 (H): 0.0790, atom 92 (H): 0.0505, atom 93 (H): 0.0340, atom 94 (H): 0.1155, atom 95 (H): 0.1199

No. 2
Entry from OMol25: a structure of composition C38H52As2BeN9S2 (the ωB97M-V functional and the def2-TZVPD basis).

Summary:
**HOMO (alpha / beta)**: -0.3568 / -0.3354 Eh
**Orbital gap (alpha / beta)**: 6.3 / 5.4 eV

```
! RIJCOSX wB97M-V def2-TZVPD def2/J DEFGRID3
* xyz 1 1
Be 0.13 0.08 0.39
N 3.49 -0.20 -0.22
C 2.82 0.97 -0.35
N 1.54 1.12 -0.11
C 1.19 2.48 -0.18
C 2.20 3.31 -0.54
S 3.64 2.42 -0.79
C -1.31 2.15 -0.29
C -2.51 2.82 -0.46
S -3.95 2.09 -0.96
C -3.31 0.44 -1.22
N -2.14 0.04 -0.97
N -4.26 -0.39 -1.76
H 3.11 -0.84 0.47
H 4.49 -0.18 -0.28
H 2.14 4.37 -0.72
H -2.55 3.89 -0.30
H -5.23 -0.14 -1.67
H -4.05 -1.38 -1.77
N 0.78 3.97 2.52
C 0.26 4.73 1.52
N 0.39 6.07 1.62
N -0.35 4.23 0.48
C -0.17 2.97 0.06
N -1.11 0.83 -0.46
H 1.00 4.39 3.40
H 0.45 3.01 2.58
H 0.67 6.51 2.48
H -0.06 6.63 0.92
C -2.22 -3.55 0.09
C -0.70 -3.65 0.19
As 0.20 -2.15 -0.66
C -0.58 -2.25 -2.45
C -0.30 -3.54 -3.22
C 1.93 -3.00 -0.99
C 2.57 -3.54 0.29
H -2.70 -4.26 0.77
H -2.57 -3.77 -0.92
H -2.58 -2.55 0.36
H -0.33 -4.56 -0.29
H -0.37 -3.67 1.22
H -0.23 -1.38 -3.00
H -1.64 -2.11 -2.30
H 0.73 -3.59 -3.58
H -0.95 -3.60 -4.09
H -0.49 -4.43 -2.61
H 2.57 -2.27 -1.48
H 1.77 -3.81 -1.70
H 2.47 -2.86 1.14
H 3.64 -3.74 0.14
H 2.11 -4.48 0.60
C 2.69 3.52 7.66
C 2.42 2.54 6.55
C 1.61 1.43 6.76
C 1.31 0.52 5.75
C 0.38 -0.62 6.09
C 1.85 0.72 4.46
As 1.54 -0.41 2.87
N -0.01 0.17 2.06
C -1.17 0.69 2.69
C -1.13 1.61 3.76
C -2.29 2.13 4.32
C -3.54 1.77 3.84
C -3.60 0.85 2.80
C -2.45 0.32 2.25
C 1.27 -2.19 3.68
C 0.10 -2.95 3.74
C -1.24 -2.44 3.26
C 0.15 -4.23 4.28
C 1.32 -4.80 4.76
C 1.34 -6.19 5.34
C 2.48 -4.03 4.69
C 2.47 -2.75 4.17
C 3.78 -1.98 4.18
C 2.71 1.82 4.25
C 3.37 2.10 2.91
C 2.97 2.71 5.29
H 2.62 3.05 8.64
H 1.95 4.33 7.64
H 3.67 3.97 7.56
H 1.19 1.26 7.74
H -0.01 -0.48 7.10
H 0.88 -1.58 6.05
H -0.47 -0.65 5.41
H -0.17 1.91 4.16
H -2.21 2.83 5.14
H -4.44 2.18 4.28
H -4.57 0.52 2.43
H -2.53 -0.43 1.47
H -1.18 -2.02 2.26
H -1.63 -1.65 3.91
H -1.97 -3.25 3.26
H -0.77 -4.81 4.32
H 0.42 -6.73 5.11
H 1.44 -6.14 6.43
H 2.19 -6.76 4.96
H 3.41 -4.44 5.06
H 4.58 -2.59 4.61
H 3.71 -1.06 4.77
H 4.09 -1.69 3.17
H 3.99 1.26 2.60
H 3.99 2.99 2.97
H 2.62 2.27 2.13
H 3.64 3.55 5.11
*
```

Here are the Löwdin charges for atoms 1 to 99, given in e: atom 1 (Be): -0.0365, atom 2 (N): 0.1253, atom 3 (C): -0.6669, atom 4 (N): 0.0576, atom 5 (C): -0.2989, atom 6 (C): -0.3287, atom 7 (S): 1.1087, atom 8 (C): -0.2756, atom 9 (C): -0.3166, atom 10 (S): 1.0791, atom 11 (C): -0.6670, atom 12 (N): 0.0354, atom 13 (N): 0.0875, atom 14 (H): 0.0362, atom 15 (H): 0.1085, atom 16 (H): 0.0929, atom 17 (H): 0.0790, atom 18 (H): 0.0824, atom 19 (H): 0.0920, atom 20 (N): 0.2152, atom 21 (C): -0.4724, atom 22 (N): 0.1793, atom 23 (N): 0.1389, atom 24 (C): -0.1609, atom 25 (N): -0.0561, atom 26 (H): 0.1198, atom 27 (H): 0.0762, atom 28 (H): 0.1094, atom 29 (H): 0.1154, atom 30 (C): -0.1566, atom 31 (C): -0.3973, atom 32 (As): 1.2914, atom 33 (C): -0.4124, atom 34 (C): -0.1578, atom 35 (C): -0.4137, atom 36 (C): -0.1592, atom 37 (H): 0.0771, atom 38 (H): 0.0640, atom 39 (H): 0.0448, atom 40 (H): 0.0733, atom 41 (H): 0.0373, atom 42 (H): 0.0698, atom 43 (H): 0.0244, atom 44 (H): 0.0652, atom 45 (H): 0.0765, atom 46 (H): 0.0649, atom 47 (H): 0.0477, atom 48 (H): 0.0541, atom 49 (H): 0.0242, atom 50 (H): 0.0783, atom 51 (H): 0.0739, atom 52 (C): -0.0435, atom 53 (C): -0.2590, atom 54 (C): -0.0075, atom 55 (C): -0.2615, atom 56 (C): -0.0235, atom 57 (C): -0.3039, atom 58 (As): 1.3389, atom 59 (N): -0.2658, atom 60 (C): -0.3566, atom 61 (C): -0.0715, atom 62 (C): -0.0772, atom 63 (C): -0.0954, atom 64 (C): -0.0822, atom 65 (C): -0.0792, atom 66 (C): -0.3189, atom 67 (C): -0.2820, atom 68 (C): -0.0572, atom 69 (C): -0.0108, atom 70 (C): -0.2591, atom 71 (C): -0.0443, atom 72 (C): -0.0151, atom 73 (C): -0.3020, atom 74 (C): -0.0707, atom 75 (C): -0.3013, atom 76 (C): -0.0908, atom 77 (C): -0.0265, atom 78 (H): 0.0804, atom 79 (H): 0.0837, atom 80 (H): 0.0794, atom 81 (H): 0.1198, atom 82 (H): 0.0842, atom 83 (H): 0.0796, atom 84 (H): 0.0664, atom 85 (H): 0.0769, atom 86 (H): 0.1051, atom 87 (H): 0.1010, atom 88 (H): 0.1052, atom 89 (H): 0.0817, atom 90 (H): 0.0268, atom 91 (H): 0.0779, atom 92 (H): 0.0883, atom 93 (H): 0.1173, atom 94 (H): 0.0755, atom 95 (H): 0.0858, atom 96 (H): 0.0812, atom 97 (H): 0.1205, atom 98 (H): 0.0802, atom 99 (H): 0.0698